{
  "formula": "C29H43ClF15O17PS2",
  "method": "wB97M-V/def2-TZVPD",
  "total_charge": 0,
  "smiles": "CCOCCOC[C@]1(CCO)OS(=O)(=O)O[C@]1(Cl)[PH2]=S.CCOC(=O)C(F)(F)F.CCOC(=O)C(F)(F)F.CCOC(=O)C(F)(F)F.CCOC(=O)C(F)(F)F.CCOC(=O)C(F)(F)F",
  "e_tot_ha": -5505.785383,
  "orbital_gap_ev": 9.0,
  "symbols": ["H", "F", "O", "O", "F", "H", "H", "C", "H", "O", "F", "C", "C", "H", "C", "H", "H", "H", "H", "C", "H", "F", "C", "F", "H", "H", "C", "H", "H", "H", "H", "O", "H", "H", "C", "H", "C", "S", "C", "C", "O", "H", "S", "F", "H", "H", "P", "C", "O", "C", "H", "H", "C", "C", "H", "C", "C", "F", "H", "O", "F", "C", "H", "H", "F", "C", "H", "H", "C", "H", "H", "C", "O", "O", "F", "C", "H", "O", "C", "C", "H", "F", "H", "C", "O", "H", "H", "Cl", "F", "C", "O", "O", "C", "C", "F", "O", "H", "O", "H", "F", "H", "C", "F", "O", "H", "H", "H", "O"],
  "positions_angstrom": [[0.40, -1.88, 4.26], [0.64, 0.46, 6.58], [6.44, 2.16, -1.52], [-0.30, 0.80, 3.52], [-6.75, 1.14, 3.22], [7.53, 3.48, -2.68], [2.90, -1.85, 4.27], [0.88, 0.19, -0.40], [-6.49, -1.73, -2.14], [-8.17, -1.71, -3.37], [-6.12, -0.67, 2.23], [-0.18, 3.46, 3.75], [2.33, -2.10, 5.17], [6.53, 4.05, 0.04], [3.10, -4.37, -1.03], [2.99, 0.64, -0.63], [8.51, 2.56, -1.45], [0.70, -7.52, -0.28], [3.02, 2.03, -4.22], [2.03, 3.11, -1.82], [1.74, -6.20, -2.17], [-0.85, -0.79, 5.65], [7.54, 3.04, -1.67], [-1.44, 0.98, 6.72], [-3.62, 3.47, -1.65], [0.24, -0.58, -0.87], [-5.82, 0.62, 2.43], [-5.31, 1.62, -1.41], [2.07, 5.66, -2.68], [0.19, -5.54, -1.69], [7.47, 1.05, -2.98], [3.84, -5.28, -1.24], [0.59, 3.07, 3.08], [-1.87, 2.74, 2.61], [-7.56, -1.92, -2.09], [1.25, -0.29, 0.53], [-7.79, -0.60, -4.01], [-0.17, 2.96, -2.95], [-0.51, 0.47, 5.90], [-3.85, 3.05, -0.68], [-1.57, 2.77, -2.57], [-2.26, 4.03, 3.73], [4.64, 4.73, -2.97], [-7.95, -1.41, -6.23], [-9.31, -1.29, -1.00], [-2.94, 3.05, -0.07], [2.73, 4.44, -3.00], [1.38, -4.93, 4.41], [-7.00, 0.20, -3.60], [1.21, -5.72, -1.35], [0.39, 1.51, 0.89], [0.38, -2.92, 5.67], [-8.48, -0.52, -5.37], [-4.39, 1.64, -0.82], [-3.66, 1.02, -1.34], [1.41, -5.98, 3.30], [7.37, 4.22, -0.65], [2.87, -2.42, 0.31], [0.18, 4.40, 4.15], [-0.15, 3.80, -4.14], [1.97, -7.12, 3.69], [6.61, 0.98, -2.29], [-4.57, 3.70, -0.18], [7.15, 5.14, -1.21], [3.36, -2.12, -1.76], [3.08, 1.36, -3.33], [2.91, -2.84, 5.72], [5.41, 0.90, -4.17], [-5.71, 1.38, 1.11], [-7.68, -2.98, -1.87], [5.07, -0.42, -2.93], [-1.50, 3.67, 3.04], [0.69, 1.57, -3.06], [4.27, 1.50, -2.59], [-9.79, -0.79, -5.28], [-0.38, 1.28, 4.61], [0.68, -6.05, 0.69], [-4.59, 1.03, 0.47], [3.55, -2.94, -0.71], [1.91, 1.63, -2.31], [-7.81, -1.32, -0.04], [2.11, -5.52, 2.24], [6.78, 0.17, -1.56], [2.12, 0.48, -1.28], [1.77, -4.43, -1.06], [-8.10, -0.03, -1.21], [2.24, -1.21, 5.79], [2.92, 3.40, -0.30], [-4.66, 0.65, 3.11], [-8.23, -1.09, -1.02], [0.65, 3.52, -1.64], [-6.53, 2.13, 0.69], [1.20, -6.57, -0.10], [5.29, 0.65, -3.10], [4.84, -2.88, -0.39], [1.08, -3.75, 3.88], [2.32, -0.44, -1.87], [0.15, 1.35, -0.02], [2.33, 4.10, -4.33], [-8.36, 0.68, -5.91], [8.30, 4.38, -0.08], [0.96, -2.64, 4.79], [0.17, -6.27, 2.89], [1.56, -5.16, 5.57], [2.21, -6.77, 0.25], [-1.38, 4.40, 2.23], [2.97, 0.33, -3.72], [-0.34, 2.58, 4.88]]
}

{
  "formula": "C4H7NO2S",
  "method": "wB97M-V/def2-TZVPD",
  "total_charge": 0,
  "e_above_lowest_kcal_mol": 142.19,
  "smiles": "S=CN1CCOCO1",
  "e_tot_ha": -759.849955,
  "orbital_gap_ev": 9.0,
  "symbols": ["O", "C", "H", "H", "H", "C", "N", "C", "H", "O", "C", "H", "S", "H", "H"],
  "positions_angstrom": [[1.08, 0.58, -1.34], [-0.46, -0.77, -0.52], [2.10, 0.95, 0.45], [0.99, 2.28, -0.24], [-0.67, 0.18, -2.66], [-0.39, -0.92, 2.04], [-0.25, -0.27, 0.85], [1.25, 1.19, -0.14], [-0.92, 1.38, -1.26], [0.13, 1.01, 0.66], [-0.35, 0.27, -1.52], [-0.41, -0.37, 2.99], [-0.97, -2.52, 2.02], [0.41, -1.63, -0.85], [-1.55, -1.35, -0.46]]
}

E_HOMO values (in eV) by entry order: -8.811 -8.391.